[1]
47
Properties=species:S:1:pos:R:3 method="wB97M-V/def2-TZVPD" lumo_energy_ev=0.26 homo_lumo_gap_ev=10.23 max_force_ev_per_a=2.52 de_lowest_kj_mol=0.0 e_tot_ha=-4179.76567
Zn -0.59 -0.06 0.35
N -1.59 0.85 -1.10
S -2.93 1.77 -0.99
O -3.96 1.42 -1.91
O -2.68 3.14 -0.73
F -3.41 1.17 0.39
S -1.17 1.02 -2.68
O -1.20 2.35 -3.16
O -1.70 -0.03 -3.46
F 0.37 0.70 -2.56
C -0.48 -0.39 4.28
C -0.48 -0.29 2.78
O 0.28 -1.00 2.09
O -1.21 0.57 2.20
H -1.47 -0.56 4.68
H -0.07 0.55 4.65
H 0.18 -1.20 4.55
C 1.04 3.91 0.30
O 2.13 3.22 -0.34
C 2.02 1.90 -0.34
O 1.04 1.29 0.00
O 3.10 1.28 -0.80
C 4.09 1.99 -1.54
H 0.17 3.92 -0.36
H 1.36 4.93 0.48
H 0.78 3.45 1.25
H 3.74 2.17 -2.56
H 4.96 1.34 -1.55
H 4.39 2.92 -1.05
C -0.36 -2.73 -3.08
O 0.87 -3.01 -2.39
C 1.14 -2.29 -1.32
O 0.38 -1.47 -0.85
O 2.33 -2.62 -0.88
C 2.79 -2.05 0.36
H -0.52 -3.56 -3.76
H -0.27 -1.80 -3.62
H -1.21 -2.62 -2.40
H 2.04 -2.20 1.13
H 2.99 -1.00 0.23
H 3.63 -2.67 0.66
C -3.66 -2.54 2.57
C -2.99 -2.07 1.37
N -2.45 -1.70 0.44
H -3.30 -3.54 2.82
H -4.74 -2.57 2.43
H -3.38 -1.90 3.40


[2]
38
Properties=species:S:1:pos:R:3 method="wB97M-V/def2-TZVPD" lumo_energy_ev=0.45 homo_lumo_gap_ev=9.26 max_force_ev_per_a=15.85 de_lowest_kj_mol=1329.8 e_tot_ha=-1250.55769
O -2.03 0.94 -0.78
C -3.22 0.43 -0.95
C -4.13 1.28 0.02
F -5.49 0.67 0.00
F -4.35 2.31 -0.39
F -3.93 1.00 1.37
C -3.48 -1.21 -0.49
N -2.51 -1.31 0.33
H -2.97 -1.02 1.23
C -1.99 -2.76 0.57
C -1.11 -2.92 -0.51
C -0.05 -1.99 -0.89
C 0.90 -1.94 0.33
N 2.08 -0.91 0.10
H 1.75 -0.19 -0.59
C 2.85 -0.66 1.28
H 2.60 0.06 1.81
H 2.98 -1.55 1.90
C 4.43 -0.22 0.52
O 4.66 -1.23 -0.24
H 3.82 -1.56 -0.89
C 4.25 1.18 0.11
F 5.59 1.53 -0.38
F 3.50 1.25 -0.94
F 3.97 2.20 0.59
H 5.16 -0.29 1.37
H 1.24 -2.87 0.91
H 0.30 -1.06 1.15
H -0.47 -1.21 -1.07
H 0.76 -2.53 -1.48
H -1.58 -3.18 -1.51
H -0.63 -4.09 -0.36
H -1.50 -2.75 1.56
H -2.89 -3.55 0.56
H -4.45 -1.49 -0.49
H -2.96 -1.38 -1.50
H -3.74 0.66 -2.11
H -1.64 0.45 0.10


[3]
29
Properties=species:S:1:pos:R:3 method="wB97M-V/def2-TZVPD" lumo_energy_ev="-5.39 / -5.39" homo_lumo_gap_ev="7.60 / 7.60" charge=+1 max_force_ev_per_a=5.36 de_lowest_kj_mol=748.7 e_tot_ha=-446.06255
C -2.32 -2.69 -0.31
C -1.52 -1.85 -0.06
C -2.10 1.35 -0.76
C -0.69 0.98 -1.19
C -1.83 1.70 0.75
C -0.04 0.27 -0.04
C 1.52 -0.99 -1.39
C 1.35 -1.35 1.21
C 2.46 0.73 0.35
C 1.33 -0.33 -0.03
N -0.67 0.76 1.18
H -2.93 -3.49 -0.63
H -2.42 2.29 -1.17
H -2.66 0.43 -1.01
H -0.79 0.56 -2.10
H -0.07 2.01 -1.38
H -1.74 2.80 0.78
H -2.57 1.48 1.47
H 2.61 -1.36 -1.49
H 1.33 -0.17 -2.05
H 0.78 -1.87 -1.32
H 1.19 -1.02 2.25
H 0.65 -2.18 1.17
H 2.19 -2.00 1.13
H 3.26 0.09 0.53
H 2.04 1.25 1.23
H 2.55 1.20 -0.60
H -0.08 1.45 1.71
H -0.84 -0.05 1.78


[4]
32
Properties=species:S:1:pos:R:3 method="wB97M-V/def2-TZVPD" lumo_energy_ev=-0.05 homo_lumo_gap_ev=8.07 max_force_ev_per_a=5.62 de_lowest_kj_mol=838.7 smiles="CC(C)(C)N1C=CCCC[C@H]1[N+](=O)[O-]" e_tot_ha=-651.58266
C 2.43 0.11 -0.08
C 1.17 0.76 0.70
C 1.03 2.15 0.23
C 1.28 0.64 2.21
N 0.17 -0.03 0.03
C 0.25 -1.37 0.27
C -0.37 -2.33 -0.39
C -1.43 -2.37 -1.47
C -2.61 -1.51 -1.06
C -2.40 0.01 -0.87
C -1.51 0.46 0.24
N -1.87 0.17 1.66
O -2.13 1.17 2.37
O -1.90 -0.98 2.00
H 2.57 0.37 -1.11
H 3.22 0.49 0.48
H 2.50 -0.91 0.08
H 0.23 2.67 0.64
H 0.79 1.94 -0.86
H 1.83 2.77 0.35
H 0.98 1.65 2.81
H 0.43 -0.09 2.41
H 2.15 0.32 2.63
H 1.04 -1.73 1.01
H 0.02 -3.41 -0.37
H -1.11 -2.18 -2.50
H -1.69 -3.45 -1.51
H -3.47 -1.73 -1.87
H -2.86 -1.88 -0.05
H -1.81 0.29 -1.81
H -3.29 0.67 -0.71
H -1.26 1.50 0.28


[5]
33
Properties=species:S:1:pos:R:3 method="wB97M-V/def2-TZVPD" lumo_energy_ev=0.85 homo_lumo_gap_ev=8.86 max_force_ev_per_a=4.23 de_lowest_kj_mol=476.8 smiles="C[C@H]1CCO[C@@H]1[C@H]1OC(C)(C)O/C1=N/N" e_tot_ha=-726.93637
C -1.14 2.11 1.24
C -1.53 0.68 0.59
C -3.06 0.50 0.41
C -3.19 -0.49 -0.74
O -1.88 -0.57 -1.30
C -1.03 0.41 -0.77
C 0.40 -0.20 -0.79
O 1.43 0.70 -0.68
C 2.56 0.14 -0.14
C 3.48 -0.59 -1.18
C 3.27 1.21 0.67
O 2.06 -0.91 0.79
C 0.80 -1.27 0.41
N 0.30 -2.41 0.79
N -0.92 -2.82 0.29
H -0.07 2.10 1.15
H -1.57 2.00 2.27
H -1.50 2.78 0.49
H -1.29 -0.07 1.37
H -3.74 1.36 0.17
H -3.57 0.09 1.30
H -3.42 -1.48 -0.34
H -4.14 -0.26 -1.44
H -1.18 1.31 -1.38
H 0.31 -0.76 -1.85
H 3.37 -0.02 -2.22
H 2.96 -1.62 -1.24
H 4.49 -0.79 -0.97
H 2.64 1.95 1.23
H 3.84 1.69 -0.10
H 4.05 0.55 1.20
H -1.26 -2.18 -0.40
H -1.49 -3.12 1.15


[6]
35
Properties=species:S:1:pos:R:3 method="wB97M-V/def2-TZVPD" lumo_energy_ev=0.46 homo_lumo_gap_ev=10.23 max_force_ev_per_a=5.56 de_lowest_kj_mol=361.2 smiles="CC(C)[C@H](N)C(=O)N[C@@H](CCC(=O)O)C(=O)O" e_tot_ha=-877.50204
C 3.05 -0.98 1.41
C 2.13 -0.04 0.57
C 3.03 0.96 -0.16
C 1.23 -0.80 -0.47
N 2.29 -1.32 -1.47
C 0.22 0.12 -1.10
O 0.31 1.31 -1.58
N -1.08 -0.32 -1.23
C -1.50 -0.96 -0.02
C -1.76 0.07 1.26
C -2.69 1.24 1.01
C -1.95 2.14 0.03
O -2.49 2.26 -1.06
O -0.74 2.60 0.33
C -2.97 -1.42 -0.16
O -3.62 -1.84 0.82
O -3.34 -1.49 -1.42
H 3.40 -0.38 2.25
H 2.63 -1.94 1.73
H 3.98 -1.17 0.76
H 1.34 0.61 1.16
H 3.35 1.82 0.39
H 2.40 1.29 -1.03
H 3.91 0.52 -0.61
H 0.86 -1.74 -0.01
H 2.49 -0.53 -2.08
H 1.87 -2.04 -2.12
H -1.55 0.60 -1.50
H -1.12 -1.96 0.13
H -0.69 0.52 1.42
H -2.14 -0.60 2.23
H -3.64 0.96 0.54
H -2.73 1.65 2.03
H -0.21 2.57 -0.57
H -4.27 -1.69 -1.46


[7]
32
Properties=species:S:1:pos:R:3 method="wB97M-V/def2-TZVPD" lumo_energy_ev=-3.11 homo_lumo_gap_ev=7.79 charge=+1 max_force_ev_per_a=1.17 de_lowest_kj_mol=52.1 e_tot_ha=-631.15248
C -0.35 -1.49 1.49
C -0.58 -2.63 2.46
C -2.38 -0.04 1.45
N -1.17 -0.34 1.90
N -2.96 -0.76 0.48
N -3.03 1.00 1.97
H 0.69 -1.19 1.52
H -0.60 -1.79 0.48
H -1.66 -2.77 2.57
H -0.25 -2.35 3.46
H -0.76 0.25 2.60
H -2.49 -1.57 0.13
H -3.89 -0.55 0.18
H -2.61 1.52 2.72
H -3.94 1.27 1.65
H -0.19 -3.60 2.16
C 0.53 0.32 -3.84
C 0.54 0.70 -1.35
C 1.24 0.67 -2.56
C 1.17 1.05 -0.17
C 2.52 1.39 -0.18
C 2.57 1.05 -2.54
C 3.23 1.40 -1.37
O 3.19 1.74 0.97
H -0.52 0.46 -1.36
H 0.63 1.14 0.76
H 0.05 -0.66 -3.74
H 1.25 0.23 -4.66
H 3.13 1.04 -3.47
H 2.59 1.68 1.73
H 4.26 1.73 -1.36
H -0.21 1.07 -4.09


[8]
32
Properties=species:S:1:pos:R:3 method="wB97M-V/def2-TZVPD" lumo_energy_ev=-2.93 homo_lumo_gap_ev=8.56 charge=+1 max_force_ev_per_a=2.18 de_lowest_kj_mol=111.1 e_tot_ha=-631.12999
C -1.84 0.46 -0.19
C -2.24 1.32 -1.41
C -1.30 1.12 2.09
N -2.20 1.04 1.11
N -0.11 1.64 1.83
N -1.52 0.64 3.32
H -2.45 -0.42 -0.34
H -0.81 0.11 -0.21
H -2.74 0.68 -2.14
H -1.36 1.71 -1.93
H -3.17 1.12 1.38
H 0.07 2.05 0.92
H 0.71 1.28 2.29
H -2.44 0.29 3.52
H -1.08 1.15 4.08
H -2.96 2.10 -1.20
C 2.63 1.57 -0.33
C 2.00 -0.78 0.22
C 1.99 0.26 -0.71
C 1.21 -1.91 0.09
C 0.59 -2.10 -1.15
C 1.23 0.12 -1.87
C 0.53 -1.08 -2.06
O -0.03 -3.29 -1.39
H 2.63 -0.68 1.09
H 1.11 -2.65 0.87
H 2.63 1.74 0.76
H 2.13 2.43 -0.77
H 1.44 0.79 -2.70
H 0.05 -3.52 -2.33
H -0.25 -1.12 -2.81
H 3.71 1.66 -0.51


[9]
32
Properties=species:S:1:pos:R:3 method="wB97M-V/def2-TZVPD" lumo_energy_ev=-2.88 homo_lumo_gap_ev=7.91 charge=+1 max_force_ev_per_a=5.75 de_lowest_kj_mol=331.8 e_tot_ha=-631.04592
C -2.35 -2.80 0.59
C -2.27 0.69 1.70
C -2.65 -0.46 1.09
C -0.99 1.08 2.09
C -1.71 -1.59 0.95
C -0.11 0.03 1.90
C -0.36 -1.27 1.41
O -0.67 2.26 2.59
H -2.97 1.60 1.80
H -3.69 -0.54 0.82
H -1.38 2.91 2.86
H 0.92 0.11 2.28
H -3.58 -2.68 0.40
H -2.68 -3.25 1.52
H 0.35 -2.04 1.65
H -1.82 -3.49 -0.13
C 2.40 0.95 -0.58
C 2.52 2.04 0.40
C 1.01 -0.03 -2.45
N 1.10 0.76 -1.37
N 0.11 0.27 -3.41
N 1.82 -1.13 -2.60
H 3.11 1.05 -1.46
H 2.62 -0.19 -0.21
H 3.56 2.49 0.49
H 2.22 1.63 1.47
H 0.38 1.50 -1.21
H 0.01 -0.29 -4.28
H -0.82 0.55 -3.09
H 2.58 -1.39 -1.96
H 1.54 -1.72 -3.40
H 1.82 2.93 0.13


[10]
32
Properties=species:S:1:pos:R:3 method="wB97M-V/def2-TZVPD" lumo_energy_ev=-2.87 homo_lumo_gap_ev=9.37 charge=+1 max_force_ev_per_a=3.85 de_lowest_kj_mol=205.6 e_tot_ha=-631.09401
C -2.26 3.03 -0.83
C 1.65 1.25 -0.19
C 1.22 1.52 -1.51
C 0.83 1.49 0.87
C -0.02 2.14 -1.74
C -0.48 1.95 0.55
C -0.93 2.33 -0.70
O 2.85 0.47 -0.23
H 1.83 1.20 -2.45
H 3.52 1.12 0.06
H 0.99 1.03 1.84
H -0.20 2.64 -2.71
H -0.90 2.20 1.54
H -2.82 2.74 -1.70
H -2.21 4.07 -0.75
H -2.83 2.72 0.08
C -0.79 -2.88 1.86
C -1.48 -1.71 2.71
C -0.09 -2.02 -0.31
N -1.03 -2.68 0.43
N 1.23 -2.12 -0.10
N -0.38 -1.40 -1.46
H 0.23 -2.76 2.19
H -1.05 -3.82 2.30
H -2.54 -1.93 2.53
H -1.37 -0.69 2.45
H -1.71 -3.31 -0.01
H 1.71 -2.58 0.62
H 1.83 -1.34 -0.45
H -1.29 -1.37 -1.86
H 0.48 -1.07 -1.95
H -1.32 -1.94 3.75


[11]
31
Properties=species:S:1:pos:R:3 method="wB97M-V/def2-TZVPD" lumo_energy_ev=0.78 homo_lumo_gap_ev=9.09 max_force_ev_per_a=3.15 de_lowest_kj_mol=0.0 smiles="COC1=N[C@H](P)[C@@H](C(C)(C)C)C=C1" e_tot_ha=-863.07140
C 3.03 -3.10 0.99
O 2.82 -1.88 1.67
C 2.01 -1.07 0.99
N 1.59 -1.36 -0.19
C 0.67 -0.50 -0.86
P 1.67 -0.01 -2.45
C 0.06 0.78 -0.02
C -1.46 0.63 0.08
C -2.12 0.53 -1.29
C -2.10 1.88 0.69
C -1.78 -0.62 1.01
C 0.73 1.01 1.27
C 1.65 0.19 1.71
H 3.92 -3.05 0.31
H 2.11 -3.31 0.39
H 3.16 -3.84 1.80
H -0.05 -1.08 -1.50
H 2.22 -1.23 -2.32
H 2.62 0.70 -1.81
H 0.38 1.71 -0.64
H -3.24 0.51 -1.13
H -2.00 -0.42 -1.79
H -1.69 1.39 -1.78
H -3.18 1.75 0.67
H -1.75 2.17 1.76
H -1.89 2.59 -0.13
H -1.23 -1.51 0.76
H -2.91 -0.89 1.03
H -1.64 -0.20 1.98
H 0.31 1.70 1.94
H 2.27 0.44 2.50


[12]
38
Properties=species:S:1:pos:R:3 method="wB97M-V/def2-TZVPD" lumo_energy_ev=-3.93 homo_lumo_gap_ev=7.89 charge=+1 max_force_ev_per_a=5.99 e_tot_ha=-1972.50551
C -5.18 -1.15 -0.32
O -4.61 -1.52 0.95
B -3.54 -2.39 0.84
O -3.37 -3.40 -0.11
P -2.16 -2.22 2.21
C -0.43 -2.37 1.53
C 0.17 -1.02 1.01
C -0.91 0.05 0.64
C -0.30 1.35 0.03
S -1.53 2.19 -1.05
O -0.81 3.06 -2.00
O -2.29 1.17 -1.82
Cl -2.89 3.21 0.13
H -6.24 -0.89 -0.12
H -4.73 -0.23 -0.74
H -5.19 -1.96 -1.07
H -2.70 -3.19 -0.77
H -2.35 -3.35 3.07
H -2.36 -1.08 3.04
H 0.19 -2.78 2.35
H -0.38 -3.11 0.71
H 0.73 -1.25 0.08
H 0.91 -0.57 1.70
H -1.62 -0.39 -0.10
H -1.42 0.34 1.59
H -0.06 2.04 0.87
H 0.63 1.17 -0.53
N 3.93 1.91 0.25
C 5.03 1.14 0.23
C 5.79 0.90 -0.90
C 5.39 1.48 -2.09
C 4.25 2.27 -2.11
C 3.57 2.46 -0.92
H 5.30 0.71 1.19
H 6.67 0.28 -0.85
H 5.95 1.31 -3.00
H 3.91 2.74 -3.02
H 2.67 3.07 -0.88


[13]
35
Properties=species:S:1:pos:R:3 method="wB97M-V/def2-TZVPD" lumo_energy_ev=2.43 homo_lumo_gap_ev=6.12 charge=-1 max_force_ev_per_a=1.28 de_lowest_kj_mol=21.5 e_tot_ha=-1055.02521
C 0.73 -1.81 -0.84
O 1.14 -2.71 -1.84
C 1.61 -3.93 -1.20
B 1.81 -5.18 -2.24
N 3.09 -5.15 -3.08
S 1.92 -6.78 -1.13
H 0.83 -0.77 -1.16
H 1.26 -2.00 0.10
H -0.34 -1.99 -0.62
H 2.49 -3.73 -0.56
H 0.81 -4.22 -0.49
H 0.83 -5.33 -2.92
H 2.98 -4.62 -3.93
H 3.90 -4.85 -2.56
H 1.80 -6.35 0.17
N -1.92 -0.23 1.75
C -0.78 -0.27 2.51
C -0.60 0.96 3.07
C -1.68 1.78 2.64
C -2.47 1.01 1.83
H -2.29 -1.00 1.23
H -0.19 -1.18 2.57
H 0.22 1.25 3.71
H -1.85 2.81 2.90
H -3.39 1.24 1.31
N -0.93 4.36 0.52
C -0.89 5.64 1.00
C -0.99 6.50 -0.07
C -1.10 5.70 -1.24
C -1.06 4.39 -0.84
H -0.88 3.53 1.08
H -0.79 5.83 2.05
H -0.98 7.57 -0.02
H -1.19 6.05 -2.25
H -1.12 3.48 -1.41


[14]
37
Properties=species:S:1:pos:R:3 method="wB97M-V/def2-TZVPD" lumo_energy_ev=2.59 homo_lumo_gap_ev=7.06 charge=-1 max_force_ev_per_a=8.15 e_tot_ha=-923.32243
C 0.16 -0.08 -1.17
C -0.23 -0.93 -2.52
O 0.13 -0.39 -3.72
N -0.97 -2.25 -2.58
C -2.45 -2.09 -2.86
B -0.69 -3.14 -1.38
C 0.69 -4.08 -1.46
C 1.08 -4.21 -3.06
O 0.41 -5.01 -3.93
C -1.62 -3.31 -0.04
O -2.06 -4.56 0.28
O -2.05 -2.23 0.87
H 0.87 -0.73 -0.46
H 0.81 0.87 -1.47
H -0.75 0.33 -0.56
H -2.93 -3.17 -2.95
H -3.02 -1.38 -2.12
H -2.53 -1.63 -3.96
H 1.53 -3.44 -0.96
H 0.55 -5.14 -0.98
H 1.95 -3.56 -3.51
C 2.25 3.27 1.24
O 1.24 2.27 1.34
C 1.10 1.78 2.68
C -0.10 2.43 3.38
O 0.11 3.83 3.58
C -0.56 4.61 2.60
H 2.11 3.80 0.29
H 2.19 4.00 2.05
H 3.24 2.80 1.24
H 2.02 1.93 3.25
H 0.92 0.70 2.61
H -0.20 1.98 4.38
H -1.03 2.24 2.83
H -1.63 4.67 2.84
H -0.44 4.21 1.59
H -0.14 5.62 2.62